Entry from the OMol25 dataset: a molecular structure, C28H35N7O4RhS (wB97M-V/def2-TZVPD).

Computed properties:
HOMO energy (spin up / spin down) (eV): -9.8 / -9.8
Largest force on an atom (eV Å⁻¹): 0.240
Molecular weight (g mol⁻¹): 668.61
Multiplicity: 5
LUMO (spin up / spin down) (eV): -2.2147 / -4.5217
Kohn-Sham gap (spin up / spin down) (eV): 7.61 / 5.28
Charge: +1

Each line ends with the Löwdin charge.
Positions of all 76 atoms, in Å:
1 Rh -0.3619 -0.2184 -0.3656  1.016
2 C 0.7916 -5.6183 0.4836  0.014
3 C 0.3834 -4.5081 1.3725  -0.297
4 N 0.1451 -4.5957 2.6462  0.159
5 N -0.2063 -3.3392 3.0190  0.074
6 C -0.1857 -2.4674 2.0172  -0.595
7 S -0.6221 -0.8224 2.0641  0.962
8 N 0.2003 -3.2086 0.9499  -0.050
9 N 0.3285 -2.6859 -0.3353  0.096
10 H 0.8241 -6.5347 1.0658  0.097
11 H 1.7796 -5.4418 0.0562  0.092
12 H 0.0770 -5.7384 -0.3314  0.095
13 H -0.4817 -3.1454 3.9696  0.177
14 H -0.5350 -2.8763 -0.8477  0.103
15 H 1.1490 -3.0720 -0.7869  0.116
16 C 0.7952 5.1413 -1.6018  -0.074
17 C 1.3079 3.7174 -1.8165  -0.213
18 C 2.2619 3.2493 -0.7399  -0.186
19 C 3.5627 3.7493 -0.7479  -0.052
20 C 4.5009 3.3285 0.1759  -0.079
21 C 4.1459 2.3755 1.1193  -0.038
22 C 2.8571 1.8603 1.1706  -0.188
23 C 2.4976 0.8637 2.2393  -0.228
24 C 1.7258 1.4926 3.3987  -0.094
25 C 1.9044 2.3216 0.2511  -0.194
26 N 0.5723 1.8230 0.2812  0.000
27 C -0.3741 2.6787 0.5113  -0.100
28 C -1.7204 2.3548 0.2349  -0.334
29 C -2.9095 3.0676 0.3857  -0.032
30 C -3.9098 2.2740 -0.1803  -0.076
31 C -3.2863 1.1188 -0.6538  -0.152
32 N -1.9646 1.1628 -0.4123  -0.083
33 H 0.1626 5.4534 -2.4321  0.080
34 H 1.6236 5.8460 -1.5232  0.077
35 H 0.2087 5.2212 -0.6867  0.064
36 H 1.8397 3.6856 -2.7733  0.108
37 H 0.4642 3.0308 -1.9062  0.103
38 H 3.8356 4.4786 -1.5028  0.122
39 H 5.5043 3.7338 0.1596  0.109
40 H 4.8760 2.0328 1.8433  0.116
41 H 3.4175 0.4112 2.6182  0.111
42 H 1.9065 0.0569 1.7963  0.044
43 H 2.3100 2.2918 3.8560  0.083
44 H 1.5000 0.7553 4.1697  0.068
45 H 0.7836 1.9217 3.0564  0.059
46 H -0.1291 3.6768 0.8745  0.142
47 H -3.0205 4.0394 0.8394  0.106
48 H -4.9595 2.5037 -0.2569  0.095
49 H -3.7282 0.2773 -1.1647  0.107
50 O -3.7489 -3.4596 -1.7979  0.067
51 C -4.7124 -3.0890 -0.9133  -0.251
52 C -6.0361 -3.4716 -1.1191  -0.016
53 C -7.0190 -3.1287 -0.2117  -0.062
54 C -6.6993 -2.4021 0.9293  -0.070
55 C -5.3891 -2.0266 1.1384  -0.010
56 C -4.3781 -2.3485 0.2280  -0.072
57 C -2.9934 -1.8656 0.4960  -0.566
58 O -2.7641 -1.5378 1.7108  -0.108
59 O -2.1584 -1.7795 -0.4273  -0.104
60 H -4.1680 -3.9508 -2.5144  0.113
61 H -6.2866 -4.0474 -2.0031  0.118
62 H -8.0405 -3.4334 -0.3962  0.113
63 H -7.4660 -2.1307 1.6405  0.108
64 H -5.1193 -1.4516 2.0129  0.121
65 C 4.1006 -0.8160 -1.1723  -0.008
66 N 3.6063 0.2273 -2.0574  -0.146
67 C 4.5619 1.0820 -2.7453  -0.021
68 C 2.3045 0.3849 -2.2050  -0.299
69 O 1.4614 -0.3523 -1.6690  -0.130
70 H 5.1864 -0.8221 -1.2128  0.098
71 H 3.7265 -1.7896 -1.4889  0.090
72 H 3.7798 -0.6254 -0.1489  0.086
73 H 5.1682 0.4901 -3.4313  0.099
74 H 5.2040 1.5787 -2.0207  0.087
75 H 4.0249 1.8420 -3.3091  0.092
76 H 2.0067 1.2005 -2.8725  0.144

***

Entry from the OMol25 dataset: a molecular structure, C28H36As2SiYb (wB97M-V/def2-TZVPD).

Computed properties:
HOMO energy (eV): -10.7
Largest force on an atom (eV Å⁻¹): 5.735
Molecular weight (g mol⁻¹): 723.57
Multiplicity: 2
Relative energy (zero: lowest compared OMol25 entry of this formula, charge and spin) (kJ/mol): 375.35
LUMO (eV): -4.5927
Kohn-Sham gap (eV): 6.16
Charge: +1

Each line ends with the natural charge from an NBO analysis.
Positions of all 68 atoms, in Å:
1 C -1.6352 -2.7976 1.4415  -0.406
2 C -1.0613 -2.9125 0.1490  -0.380
3 C 0.3255 -2.6828 0.2656  -0.333
4 H -1.5916 -3.1335 -0.7629  0.263
5 C 0.6171 -2.4186 1.6221  -0.399
6 C -0.5997 -2.4895 2.3487  -0.290
7 H -0.7132 -2.3399 3.4100  0.238
8 H -2.6772 -2.9232 1.6862  0.264
9 H 1.0332 -2.6663 -0.5456  0.269
10 H 1.5891 -2.1927 2.0282  0.259
11 Yb -0.7589 -0.7532 0.8693  1.649
12 C 0.5204 0.3891 -0.4337  -1.394
13 H 1.5637 0.2367 -0.1354  0.252
14 H 0.3773 1.4737 -0.5039  0.249
15 H 0.4313 0.0069 -1.4568  0.259
16 Si 2.5582 2.8452 -3.3656  1.145
17 C 1.5595 2.3802 -4.8788  -0.481
18 C 1.3052 1.0397 -5.1823  -0.141
19 H 1.7116 0.2583 -4.5515  0.201
20 C 0.5494 0.6898 -6.2906  -0.235
21 H 0.3641 -0.3535 -6.5103  0.213
22 C 0.0331 1.6767 -7.1196  -0.198
23 H -0.5556 1.4044 -7.9860  0.217
24 C 0.2783 3.0125 -6.8367  -0.211
25 H -0.1172 3.7853 -7.4830  0.218
26 C 1.0358 3.3586 -5.7266  -0.192
27 H 1.2257 4.4057 -5.5226  0.214
28 C 4.0237 1.6988 -3.1617  -0.480
29 C 4.7911 1.3172 -4.2659  -0.132
30 H 4.5218 1.6666 -5.2556  0.208
31 C 5.8887 0.4832 -4.1185  -0.228
32 H 6.4704 0.1976 -4.9853  0.218
33 C 6.2399 0.0126 -2.8603  -0.198
34 H 7.0957 -0.6398 -2.7444  0.217
35 C 5.4879 0.3773 -1.7531  -0.219
36 H 5.7545 0.0085 -0.7711  0.210
37 C 4.3896 1.2118 -1.9050  -0.198
38 H 3.8069 1.4820 -1.0325  0.205
39 H 1.7434 2.7622 -2.1228  -0.187
40 H 2.9870 4.2617 -3.5239  -0.167
41 C 0.2388 1.3874 4.0851  -0.800
42 As -1.0951 -0.0930 4.0381  0.663
43 C 0.2000 -1.0445 5.3054  -0.907
44 C -2.7033 -1.3742 4.0026  -0.188
45 C -2.7559 -2.5835 4.7710  -0.235
46 C -3.7502 -3.5551 4.5390  -0.190
47 C -4.7364 -3.3297 3.5851  -0.196
48 C -4.7115 -2.1540 2.8371  -0.182
49 C -3.6842 -1.1963 3.0224  -0.366
50 As -3.4548 0.1993 1.6826  0.881
51 C -5.2196 0.8806 2.2365  -0.886
52 C -2.2963 1.7442 1.9465  -0.924
53 H 1.2842 1.0608 4.2366  0.262
54 H -0.0526 2.1348 4.8448  0.240
55 H 0.2789 1.8872 3.1035  0.225
56 H -0.0192 -0.7581 6.3538  0.239
57 H 0.1234 -2.1514 5.2951  0.225
58 H 1.2714 -0.8626 5.0971  0.240
59 H -1.9868 -2.8447 5.4827  0.236
60 H -3.7405 -4.5077 5.0647  0.242
61 H -5.4876 -4.0898 3.3819  0.239
62 H -5.4407 -2.0423 2.0469  0.225
63 H -5.1564 1.1007 3.3315  0.235
64 H -5.4147 1.8176 1.6985  0.240
65 H -6.0313 0.1494 2.0666  0.252
66 H -2.4566 2.1611 2.9632  0.249
67 H -1.2642 1.4235 1.7783  0.198
68 H -2.5076 2.5007 1.1746  0.281

***

Entry from the OMol25 dataset: 2 unconnected molecules or ions with the total composition C28H36BClO2S (wB97M-V/def2-TZVPD).

Computed properties:
HOMO energy (eV): -5.6
Largest force on an atom (eV Å⁻¹): 4.141
Molecular weight (g mol⁻¹): 482.93
Relative energy (zero: lowest compared OMol25 entry of this formula, charge and spin) (kJ/mol): 39.97
LUMO (eV): 0.3253
Kohn-Sham gap (eV): 5.90

Each line ends with the natural charge from an NBO analysis.
Positions of all 69 atoms, in Å:
1 C 2.2065 0.8373 -0.5698  -0.644
2 C 1.1098 -0.0553 -0.3636  -0.286
3 C 0.4281 -0.6134 -1.5712  -0.349
4 C -0.0112 -2.0483 -1.5616  0.107
5 C 0.3288 -2.9544 -0.4296  -0.639
6 C -0.7285 -2.5615 -2.6205  -0.236
7 C -0.9620 -1.8307 -3.8027  -0.034
8 C -1.8346 -2.3605 -4.8928  -0.631
9 C -0.2641 -0.6333 -3.9876  -0.232
10 C 0.4680 -0.0203 -2.9770  0.036
11 C 1.1291 1.2777 -3.3006  -0.646
12 H 2.8063 0.5456 -1.4350  0.199
13 H 1.8740 1.8768 -0.7112  0.202
14 H 2.9191 0.8225 0.2518  0.215
15 H 0.9138 -0.5078 0.5841  0.215
16 H -0.2579 -3.8807 -0.5341  0.212
17 H 1.3922 -3.2518 -0.4518  0.231
18 H 0.0961 -2.5288 0.5578  0.220
19 H -1.0609 -3.6021 -2.5623  0.206
20 H -2.5246 -1.5802 -5.2427  0.216
21 H -1.2484 -2.6793 -5.7663  0.216
22 H -2.4282 -3.2157 -4.5594  0.215
23 H -0.2665 -0.1738 -4.9926  0.210
24 H 0.8503 1.5934 -4.3171  0.212
25 H 0.8107 2.0862 -2.6317  0.242
26 H 2.2251 1.2247 -3.3148  0.224
27 C 0.0189 2.7500 5.2804  -0.642
28 C 0.7876 2.1433 4.1522  -0.195
29 C 1.2279 2.7657 2.9848  -0.271
30 C 2.2271 2.0047 2.2819  -0.217
31 C 2.1801 0.6424 2.5894  -0.188
32 B -0.9385 0.0809 -1.2803  1.220
33 C 3.0275 -0.5196 2.3392  -0.104
34 C 4.4038 -0.4851 2.0216  -0.134
35 C 5.1474 -1.6801 2.0482  -0.240
36 C 4.5238 -2.8861 2.4221  -0.055
37 Cl 5.4448 -4.3318 2.6057  0.010
38 C 3.1322 -2.9515 2.6492  -0.214
39 C 2.3964 -1.7684 2.5957  -0.199
40 O -1.7138 -0.6667 -0.4390  -0.750
41 C -2.8267 0.1758 -0.0598  0.259
42 C -3.9872 -0.6456 -0.6232  -0.626
43 C -2.7700 0.2019 1.4582  -0.634
44 C -2.5415 1.5819 -0.7653  0.236
45 C -3.4507 1.8982 -1.9406  -0.625
46 C -2.6074 2.7901 0.1543  -0.626
47 O -1.2059 1.4387 -1.3412  -0.738
48 S 1.2103 0.4894 4.1119  0.410
49 H 0.1990 3.8257 5.3728  0.230
50 H -1.0541 2.5796 5.1357  0.225
51 H 0.2850 2.2898 6.2391  0.227
52 H 0.9131 3.7682 2.6981  0.220
53 H 2.8898 2.4679 1.5579  0.230
54 H 4.9098 0.4590 1.8256  0.216
55 H 6.2030 -1.7025 1.8049  0.229
56 H 2.6384 -3.8972 2.8970  0.230
57 H 1.3209 -1.8106 2.8128  0.226
58 H -4.9416 -0.1084 -0.6614  0.206
59 H -3.7275 -0.9962 -1.6343  0.224
60 H -4.0865 -1.5331 0.0129  0.219
61 H -3.6304 0.7485 1.8759  0.210
62 H -2.7758 -0.8296 1.8233  0.222
63 H -1.8286 0.6487 1.7998  0.226
64 H -4.4653 2.1248 -1.5992  0.207
65 H -3.0586 2.7750 -2.4576  0.222
66 H -3.4914 1.0951 -2.6752  0.216
67 H -3.6620 2.9162 0.4503  0.211
68 H -2.0034 2.6893 1.0644  0.222
69 H -2.2911 3.6954 -0.3856  0.223